61
Properties=species:S:1:pos:R:3:nbo_charge:R:1 method="wB97M-V/def2-TZVPD" total_energy_ha=-1941.5248 e_above_lowest_kcal_mol=47.5 largest_force_ha_per_bohr=0.025 e_homo_ev=-7.95
C 9.5932 -0.9998 0.0489 -0.2400
O 8.9044 0.2148 0.2481 -0.4918
C 7.5543 0.3037 0.1397 0.2615
C 7.0593 1.5944 0.3300 -0.2434
C 5.7145 1.8800 0.2571 -0.1716
C 4.8186 0.8530 -0.0151 -0.1211
C 3.4028 1.1188 -0.1071 0.3095
N 2.4909 0.2131 -0.3638 -0.1592
O 1.3079 0.8843 -0.3657 -0.2746
C 1.5940 2.1651 -0.1048 0.5170
C 0.5214 3.1782 -0.0485 -0.5859
S -0.9851 2.4739 0.7010 0.2819
C -1.5455 1.6436 -0.7214 0.1780
N -1.2238 1.9238 -1.9543 -0.3268
N -1.8766 1.0580 -2.7447 -0.2770
C -2.5748 0.2552 -1.9969 0.3442
C -3.4947 -0.8167 -2.4599 -0.4670
C -4.8166 -0.6971 -1.7463 -0.0246
C -5.5150 0.5038 -1.7926 -0.1762
C -6.6941 0.6574 -1.0873 -0.2217
C -7.1905 -0.3894 -0.3287 -0.2267
C -6.5091 -1.5929 -0.2902 -0.1929
C -5.3292 -1.7458 -0.9965 -0.2147
N -2.4001 0.5808 -0.6739 -0.4231
C -2.9887 -0.0131 0.4611 0.2269
C -2.6541 -1.3149 0.8080 -0.2399
C -3.2718 -1.8950 1.8993 -0.1956
C -4.2108 -1.1874 2.6299 -0.2037
C -4.5366 0.1203 2.2962 0.0131
C -5.5574 0.8942 3.0694 -0.6321
C -3.9090 0.7066 1.2057 -0.2377
N 2.8606 2.3666 0.0687 -0.4938
C 5.2922 -0.4444 -0.2060 -0.2620
C 6.6429 -0.7400 -0.1326 0.2888
O 7.1369 -2.0079 -0.3122 -0.5235
C 6.2318 -3.0485 -0.5890 -0.2517
H 9.4337 -1.3949 -0.9561 0.1827
H 10.6464 -0.7500 0.1782 0.1880
H 9.3049 -1.7540 0.7835 0.1833
H 7.7809 2.3686 0.5374 0.2267
H 5.3467 2.8821 0.4046 0.2336
H 0.2405 3.4936 -1.0557 0.2897
H 0.8428 4.0264 0.5519 0.2626
H -3.6155 -0.6961 -3.5385 0.2566
H -3.0518 -1.7980 -2.2715 0.2268
H -5.1229 1.3217 -2.3807 0.2130
H -7.2254 1.5971 -1.1273 0.2144
H -8.1087 -0.2686 0.2273 0.2135
H -6.8933 -2.4147 0.2957 0.2135
H -4.7987 -2.6864 -0.9566 0.2124
H -1.9184 -1.8542 0.2308 0.2257
H -3.0209 -2.9067 2.1808 0.2180
H -4.6938 -1.6568 3.4743 0.2120
H -5.1519 1.8558 3.3785 0.2231
H -5.8777 0.3470 3.9519 0.2163
H -6.4281 1.0849 2.4427 0.2256
H -4.1455 1.7217 0.9227 0.2257
H 4.5643 -1.2102 -0.4139 0.2362
H 5.6865 -2.8718 -1.5211 0.1802
H 6.8450 -3.9427 -0.6932 0.1989
H 5.5188 -3.1909 0.2289 0.1790

***

71
Properties=species:S:1:pos:R:3:mulliken_spin:R:1 method="wB97M-V/def2-TZVPD" total_energy_ha=-7553.1475 spin_multiplicity=2 e_above_lowest_kcal_mol=9.5 largest_force_ha_per_bohr=0.031 charge=+1 e_homo_ev="-11.02 / -11.02"
Ir -0.0744 0.1888 1.7237 0.3300
O -2.4149 -2.6407 2.6436 0.0037
As -0.8079 -2.7082 3.3325 0.0011
O -0.1991 -4.2036 3.3406 -0.0009
O 0.0735 -1.6737 2.2290 0.0549
C -0.8501 -1.9162 5.0729 0.0017
C -0.7079 -2.8497 6.0920 -0.0001
C -0.7386 -2.4410 7.4201 -0.0002
C -0.9059 -1.1044 7.7361 0.0000
C -1.0355 -0.1577 6.7285 0.0005
C -1.0030 -0.5655 5.4031 -0.0012
S -1.1132 0.7071 4.1973 -0.0044
O 0.3149 0.8516 3.6108 0.0012
O -1.5730 1.8903 4.8265 0.0005
O -1.8622 0.1948 3.0120 0.0126
H -2.7300 -3.5521 2.5524 -0.0004
H -0.5686 -3.8922 5.8356 0.0000
H -0.6325 -3.1763 8.2061 0.0000
H -0.9350 -0.7870 8.7694 0.0000
H -1.1668 0.8886 6.9619 -0.0001
Br -5.0022 1.4052 -10.2870 0.0027
C -4.2811 1.3602 -8.5474 0.0181
C -3.3267 2.3039 -8.1825 -0.0078
C -2.7954 2.2756 -6.9068 0.0130
C -3.2194 1.3029 -6.0084 0.0013
C -4.1649 0.3634 -6.3829 0.0139
C -4.7082 0.3883 -7.6590 -0.0097
N -2.7318 1.1852 -4.6679 0.0568
N -1.9936 2.1007 -4.2857 -0.0385
C -1.5201 1.9708 -2.9514 0.1111
C -1.2206 3.1551 -2.3198 -0.0606
C -0.8146 3.2201 -0.9757 0.1246
C -0.6622 2.0516 -0.2636 0.0725
O -0.3301 2.0006 1.0364 0.2831
C -0.9047 0.8197 -0.9228 -0.0419
N -0.7092 -0.2940 -0.1473 0.0056
C -0.9458 -1.4973 -0.6333 0.0086
C -1.3544 -1.6625 -1.9617 -0.0207
C -1.5428 -0.5707 -2.7662 0.0324
C -1.3470 0.7365 -2.2534 -0.0088
H -3.0068 3.0508 -8.8950 -0.0002
H -2.0535 3.0008 -6.6045 -0.0002
H -4.4785 -0.3801 -5.6616 0.0000
H -5.4517 -0.3359 -7.9589 -0.0003
H -1.3449 4.0661 -2.8900 0.0005
H -0.6332 4.1700 -0.4909 -0.0001
H -0.7771 -2.3325 0.0326 -0.0031
H -1.5065 -2.6634 -2.3389 0.0002
H -1.8511 -0.7020 -3.7913 0.0054
C 4.4790 0.0577 -0.7750 0.0014
N 3.9890 -1.2384 -0.2994 -0.0002
C 4.6649 -1.5754 0.9566 0.0007
N 4.5294 -0.5420 1.9855 0.0017
C 5.0056 0.7343 1.4500 -0.0007
N 4.3332 1.1327 0.2096 0.0069
C 2.9372 1.5065 0.4259 -0.0030
P 2.0717 0.0279 1.0710 0.0366
C 2.5333 -1.2437 -0.1615 0.0007
C 3.1575 -0.4404 2.4725 0.0002
H 3.9554 0.3313 -1.6924 -0.0002
H 5.5402 -0.0466 -1.0016 0.0001
H 5.7264 -1.7023 0.7422 0.0001
H 4.2717 -2.5184 1.3387 0.0002
H 6.0696 0.6367 1.2368 0.0003
H 4.8736 1.5139 2.2004 0.0001
H 2.4770 1.8372 -0.5082 0.0010
H 2.8570 2.3233 1.1464 0.0002
H 2.0671 -1.0324 -1.1275 -0.0028
H 2.1790 -2.2175 0.1843 0.0017
H 2.8131 -1.3958 2.8741 -0.0014
H 3.0779 0.3092 3.2625 -0.0003

***

71
Properties=species:S:1:pos:R:3:mulliken_spin:R:1 method="wB97M-V/def2-TZVPD" total_energy_ha=-7553.1233 spin_multiplicity=2 e_above_lowest_kcal_mol=24.7 largest_force_ha_per_bohr=0.018 charge=+1 e_homo_ev="-10.70 / -10.73"
Ir -0.9408 1.4939 -0.8569 -0.0051
O -4.9356 0.1862 -1.9662 0.0000
As -4.1050 -0.6335 -0.6744 0.0006
O -4.7484 -2.0715 -0.3251 0.0001
O -2.5086 -1.0263 -1.4367 0.0006
C -4.1943 0.5644 0.8617 0.0012
C -4.7705 -0.1375 1.9147 -0.0003
C -5.0713 0.5005 3.1126 0.0000
C -4.8146 1.8483 3.2654 0.0001
C -4.2435 2.5644 2.2226 0.0006
C -3.9223 1.9363 1.0295 -0.0018
S -3.1601 3.0124 -0.1615 0.0015
O -1.8479 3.4284 0.3535 0.0009
O -4.0857 4.0305 -0.5084 0.0000
O -2.8579 2.0568 -1.3045 0.0001
H -5.7121 -0.3438 -2.2010 0.0000
H -4.9966 -1.1874 1.7816 0.0000
H -5.5246 -0.0667 3.9145 0.0001
H -5.0623 2.3534 4.1895 0.0000
H -4.0399 3.6227 2.3279 -0.0001
Br 7.5309 -6.1358 3.7140 0.0242
C 6.4806 -4.5849 3.6632 0.1610
C 5.1105 -4.6788 3.9065 -0.0676
C 4.3338 -3.5446 3.8649 0.1227
C 4.9235 -2.2934 3.5824 -0.0174
C 6.3129 -2.2215 3.3541 0.1392
C 7.0845 -3.3583 3.3887 -0.0697
N 4.2195 -1.1343 3.4837 0.3591
N 2.9760 -1.1329 3.8041 0.0830
C 2.0292 -0.5690 3.1136 0.0587
C 0.7236 -0.6049 3.7525 0.0008
C -0.3936 -0.1958 3.1334 0.0326
C -0.3307 0.3239 1.7875 0.0088
O -1.3502 0.6890 1.1927 0.0671
C 0.9890 0.4400 1.1282 0.0303
N 0.9913 0.9955 -0.1042 0.0019
C 2.1568 1.2472 -0.6805 0.0044
C 3.3716 0.9212 -0.0842 -0.0046
C 3.3775 0.2980 1.1413 0.0149
C 2.1532 0.0467 1.7804 0.0552
H 4.6680 -5.6388 4.1320 -0.0018
H 3.2725 -3.6001 4.0659 0.0057
H 6.7544 -1.2531 3.1574 0.0035
H 8.1498 -3.3091 3.2141 -0.0019
H 0.7002 -1.0041 4.7580 0.0012
H -1.3680 -0.2325 3.6010 0.0007
H 2.1371 1.7270 -1.6464 -0.0007
H 4.2918 1.1573 -0.5988 0.0005
H 4.3035 0.0236 1.6218 -0.0099
C -1.0639 1.9425 -4.8634 -0.0002
N -0.0088 1.9606 -3.8694 -0.0002
C 0.8970 0.8500 -4.1250 0.0000
N 0.2745 -0.4800 -4.2491 0.0002
C -0.8085 -0.3946 -5.2295 -0.0001
N -1.7641 0.6689 -4.9465 0.0000
C -2.5065 0.4268 -3.7299 0.0006
P -1.4934 -0.0438 -2.2477 -0.0007
C -0.2390 2.4796 -2.5260 -0.0002
C -0.1581 -1.0543 -2.9744 0.0000
H -0.6037 2.1106 -5.8407 0.0000
H -1.7736 2.7464 -4.6715 0.0001
H 1.6902 0.8094 -3.3793 -0.0001
H 1.3602 1.0349 -5.0987 0.0000
H -1.3274 -1.3536 -5.2696 0.0000
H -0.3649 -0.2036 -6.2073 0.0000
H -3.1907 -0.4155 -3.8501 -0.0005
H -3.0963 1.3079 -3.4864 0.0001
H 0.7462 2.8329 -2.1892 0.0000
H -0.8264 3.3945 -2.6438 0.0002
H -0.4927 -2.0889 -3.0797 0.0001
H 0.6925 -1.0397 -2.2893 0.0001